(1)
Computed, not measured: a molecular structure, C29H44IrN2O6P in a non-equilibrium geometry, with ωB97M-V/def2-TZVPD.

```
83
Properties=species:S:1:pos:R:3:mulliken_charge:R:1
Ir -0.343 0.128 -1.530 3.0997
N -2.554 0.607 -2.460 -0.6257
C -2.828 2.034 -2.459 -0.5509
C -1.535 2.854 -2.626 0.3108
O -1.593 4.020 -2.978 -0.7076
N -0.421 2.183 -2.304 -0.2333
C 0.820 2.878 -2.461 -0.5312
C 2.061 1.952 -2.171 0.3209
O 3.147 2.399 -2.461 -0.7230
O 1.805 0.850 -1.612 -0.8729
H -2.367 0.290 -3.408 0.2489
H -3.329 0.071 -2.086 0.2154
H -3.260 2.322 -1.498 0.1979
H -3.516 2.344 -3.258 0.3930
H 0.908 3.702 -1.743 0.2963
H 0.912 3.310 -3.466 0.4560
C 1.054 3.981 2.728 -0.7679
C 1.989 3.403 1.673 -0.8459
C 1.789 1.885 1.558 -0.8821
C 0.324 1.499 1.805 0.8476
C -0.586 2.638 1.348 -0.3335
C -0.395 3.872 2.239 -0.9457
P -0.154 -0.070 0.915 -1.5855
C 1.287 -1.225 1.158 0.1705
C 1.657 -1.621 2.596 -1.0259
C 1.087 -2.988 2.960 -0.5569
C 1.732 -4.078 2.096 -0.8176
C 2.058 -3.558 0.689 -1.1659
C 1.075 -2.467 0.281 -0.3462
C -1.617 -0.792 1.846 0.8591
C -1.660 -0.596 3.372 -0.9866
C -2.579 0.554 3.770 -0.2590
C -4.031 0.231 3.401 -0.8769
C -4.106 -0.617 2.124 -1.1012
C -2.928 -0.312 1.203 -0.5156
H 1.296 5.024 2.931 0.5078
H 1.193 3.426 3.659 0.3016
H 3.028 3.619 1.923 0.5452
H 1.786 3.883 0.716 0.1874
H 2.434 1.374 2.277 0.3395
H 2.087 1.574 0.556 -0.0436
H 0.165 1.332 2.874 1.0646
H -1.633 2.335 1.371 -0.1009
H -0.348 2.869 0.309 -0.2456
H -1.066 3.820 3.099 0.2654
H -0.668 4.761 1.669 0.4397
H 2.121 -0.660 0.725 0.7303
H 1.324 -0.865 3.307 0.3785
H 2.744 -1.679 2.669 0.5698
H 0.009 -2.984 2.808 0.0015
H 1.265 -3.198 4.017 0.5320
H 1.052 -4.928 2.028 0.3646
H 2.649 -4.430 2.572 0.3160
H 2.025 -4.376 -0.030 0.3981
H 3.067 -3.143 0.668 0.3705
H 0.054 -2.849 0.360 0.3618
H 1.229 -2.193 -0.765 -0.1200
H -1.533 -1.866 1.642 0.6762
H -0.663 -0.429 3.778 0.2861
H -2.038 -1.511 3.834 0.6609
H -2.260 1.467 3.268 -0.3078
H -2.503 0.731 4.845 0.6168
H -4.580 1.165 3.264 0.3695
H -4.511 -0.306 4.221 0.3366
H -5.045 -0.417 1.608 0.4423
H -4.087 -1.679 2.379 0.3596
H -2.895 0.761 1.006 0.0209
H -3.054 -0.816 0.243 0.4763
O 1.693 -4.424 -4.558 -0.7025
C 1.802 -3.111 -4.762 0.3496
C 2.775 -2.660 -5.662 -0.7737
C 2.924 -1.316 -5.921 -0.4520
C 2.109 -0.383 -5.291 -1.0567
C 1.159 -0.815 -4.389 -0.3092
C 0.988 -2.166 -4.103 0.3648
C -0.002 -2.640 -3.079 0.5825
O -0.092 -3.851 -2.839 -0.8451
O -0.733 -1.780 -2.481 -0.7692
H 0.977 -4.548 -3.874 0.3807
H 3.406 -3.400 -6.129 0.4316
H 3.684 -0.987 -6.611 0.3802
H 2.229 0.669 -5.494 0.4608
H 0.537 -0.086 -3.876 0.6968
```

Summary:
Max |F| in Eh/bohr: 0.0850
E in a.u.: -2138.09937
Frontier orbital gap in eV: 6.15

=====

(2)
Computed, not measured: a molecular structure, C29H44N11O3PSW in a non-equilibrium geometry, with ωB97M-V/def2-TZVPD.

```
90
Properties=species:S:1:pos:R:3:mulliken_charge:R:1
W -0.268 0.075 0.317 -0.8959
C -0.988 -2.852 3.321 -1.5183
C -0.637 -1.549 4.035 -0.2814
C -1.201 -0.302 3.330 -1.2432
N -0.250 0.313 2.376 0.2441
C 0.702 1.140 2.905 1.4024
C 0.928 1.262 4.284 -0.7934
C 1.866 2.001 4.984 -0.8404
C 2.917 2.781 4.510 -0.7338
C 3.191 3.083 3.191 -0.8531
C 2.460 2.741 2.055 -0.3689
C 1.342 1.938 1.902 0.4523
N 0.742 1.799 0.639 0.4517
C 0.463 3.081 -0.026 -0.7922
C -0.939 3.501 0.400 -1.5767
C -2.025 2.673 -0.255 -0.5754
N -1.963 1.212 -0.002 0.8024
C -3.163 0.567 -0.120 0.9828
C -4.265 1.145 -0.761 -0.5368
C -5.566 0.692 -0.912 -1.0983
C -6.197 -0.349 -0.245 -0.5132
C -5.598 -1.245 0.635 -1.0478
C -4.249 -1.468 0.837 -0.5052
C -3.117 -0.781 0.371 1.3671
N -1.841 -1.233 0.508 0.7081
C -1.631 -2.666 0.827 -1.4561
C -0.522 -2.924 1.855 0.9938
H -0.547 -3.680 3.877 0.4522
H -2.071 -2.996 3.374 0.3233
H -1.046 -1.596 5.046 0.5275
H 0.448 -1.459 4.130 0.2755
H -2.102 -0.569 2.788 0.2427
H -1.501 0.456 4.054 0.8577
H 0.275 0.686 4.925 0.4784
H 1.790 1.930 6.063 0.4623
H 3.579 3.206 5.256 0.4555
H 4.058 3.709 3.010 0.4891
H 2.836 3.170 1.133 0.5573
H 1.164 3.851 0.285 0.9281
H 0.538 2.983 -1.111 0.1235
H -1.011 3.434 1.488 0.3581
H -1.111 4.543 0.126 0.5846
H -2.977 3.047 0.118 0.9062
H -1.993 2.861 -1.332 -0.0160
H -4.081 2.090 -1.256 0.5245
H -6.192 1.287 -1.567 0.4926
H -7.265 -0.455 -0.397 0.4464
H -6.267 -1.904 1.176 0.4633
H -4.047 -2.310 1.486 0.2717
H -2.543 -3.130 1.190 0.7812
H -1.399 -3.167 -0.114 0.0774
H -0.136 -3.923 1.654 0.6865
H 0.313 -2.234 1.686 -0.6695
S 0.630 -2.249 -1.077 0.0748
C 1.841 -2.578 -2.257 -0.1274
N 1.579 -3.126 -3.427 -0.0306
C 2.797 -3.441 -4.190 -0.5390
C 3.914 -2.999 -3.223 -0.6130
N 3.150 -2.405 -2.108 0.0234
H 0.675 -3.473 -3.702 0.2994
H 2.810 -2.885 -5.127 0.3057
H 2.837 -4.502 -4.431 0.3668
H 4.584 -2.262 -3.660 0.3276
H 4.516 -3.834 -2.869 0.3667
H 3.579 -2.269 -1.208 0.2069
N 5.049 0.090 -0.530 -0.5874
N 4.005 -0.216 0.255 0.8212
N 4.180 -0.789 1.419 -1.1181
C 2.939 -1.003 1.810 -0.6518
N 2.054 -0.570 0.905 0.4956
N 2.763 -0.053 -0.102 0.2533
H 5.944 0.057 -0.064 0.3032
H 4.898 0.792 -1.234 0.2214
H 2.701 -1.485 2.744 0.5545
C -1.704 -0.814 -3.763 -0.7447
O -1.314 -0.299 -2.463 0.3728
P -0.156 0.776 -2.239 -0.1791
O -0.491 1.958 -3.237 -0.1870
C -1.749 2.586 -3.571 -0.9891
O 1.154 0.219 -2.960 0.1021
C 2.175 1.080 -3.516 -0.9179
H -2.591 -1.417 -3.595 0.2534
H -0.903 -1.425 -4.169 0.0926
H -1.930 -0.006 -4.454 0.3562
H -1.794 2.628 -4.657 0.3426
H -1.763 3.604 -3.187 0.3676
H -2.594 2.013 -3.191 0.4159
H 2.838 0.438 -4.088 0.2616
H 2.727 1.566 -2.710 0.2782
H 1.742 1.830 -4.173 0.3673
```

Summary:
Max |F| in Eh/bohr: 0.0391
E in a.u.: -2764.67944
Frontier orbital gap (alpha / beta) in eV: 5.87 / 5.87
Charge: +4

=====

(3)
Computed, not measured: a molecular structure, C29H44N4ReS4 in a non-equilibrium geometry, with ωB97M-V/def2-TZVPD.

```
82
Properties=species:S:1:pos:R:3:mulliken_charge:R:1
Re -1.037 0.454 -1.273 -0.5676
C -4.498 0.730 -2.540 -0.7334
C -4.241 2.207 -2.409 -0.8816
S -2.476 2.491 -2.119 0.3079
C -1.849 2.756 -3.799 -1.0106
C -1.809 1.493 -4.622 -0.7228
S -0.709 0.393 -3.719 0.1813
C -1.315 -1.259 -4.204 -0.7020
C -0.791 -2.322 -3.259 -0.9529
S -1.054 -1.997 -1.480 0.3731
C -2.707 -2.595 -1.047 -1.0516
C -3.817 -1.752 -1.608 -0.7853
S -3.551 0.000 -1.197 0.1885
H -4.191 0.307 -3.493 0.2981
H -5.544 0.468 -2.367 0.6024
H -4.746 2.616 -1.533 0.4551
H -4.574 2.767 -3.283 0.5130
H -0.854 3.185 -3.667 0.3933
H -2.472 3.518 -4.273 0.6261
H -1.372 1.660 -5.607 0.5799
H -2.783 1.029 -4.756 0.4107
H -0.956 -1.452 -5.215 0.6481
H -2.403 -1.223 -4.228 0.2544
H 0.290 -2.437 -3.346 0.3806
H -1.243 -3.291 -3.479 0.5973
H -2.700 -2.601 0.044 0.4005
H -2.788 -3.629 -1.386 0.6035
H -4.774 -2.046 -1.174 0.6246
H -3.894 -1.837 -2.690 0.4378
C 4.574 -2.780 1.509 -1.9149
C 4.260 -2.695 0.010 1.8872
C 5.548 -2.402 -0.778 -1.6602
C 3.665 -4.047 -0.457 -1.5310
C 3.196 -1.672 -0.275 0.0808
C 2.983 -1.175 -1.578 -1.1400
C 1.876 -0.429 -1.861 -0.8488
N 0.957 -0.088 -0.907 0.8422
C 1.222 -0.450 0.385 0.0958
C 2.303 -1.224 0.710 -0.3623
C 0.233 0.012 1.373 0.6193
C 0.527 0.196 2.703 -0.4608
C -0.435 0.693 3.593 0.2386
C -1.715 0.912 3.053 -1.2132
C -1.947 0.730 1.715 -0.7391
N -0.982 0.315 0.856 0.4847
C -0.136 0.948 5.048 1.8289
C 1.362 1.170 5.278 -1.8208
C -0.586 -0.314 5.823 -1.5085
C -0.914 2.167 5.562 -1.6515
H 5.431 -3.433 1.651 0.4453
H 3.752 -3.215 2.083 0.3899
H 4.840 -1.804 1.926 0.4768
H 6.310 -3.123 -0.490 0.4678
H 5.930 -1.400 -0.569 0.4099
H 5.418 -2.507 -1.855 0.3834
H 4.382 -4.838 -0.234 0.4666
H 3.477 -4.056 -1.535 0.3759
H 2.734 -4.278 0.068 0.3554
H 3.684 -1.388 -2.374 0.3766
H 1.706 -0.062 -2.863 0.6557
H 2.458 -1.509 1.741 0.5676
H 1.527 -0.022 3.053 0.4918
H -2.534 1.232 3.683 0.4161
H -2.931 0.905 1.298 0.6688
H 1.956 0.275 5.077 0.4146
H 1.522 1.416 6.326 0.4716
H 1.746 2.003 4.682 0.4256
H -0.030 -1.200 5.505 0.3757
H -1.653 -0.510 5.697 0.3977
H -0.394 -0.157 6.885 0.4337
H -0.696 3.063 4.976 0.3961
H -0.620 2.362 6.591 0.4565
H -1.993 2.006 5.577 0.3904
N -0.649 3.260 0.093 0.0336
C 0.113 4.358 0.089 -0.2197
C 1.083 4.198 -0.888 -1.0772
C 0.830 2.955 -1.439 -0.4530
N -0.249 2.381 -0.855 0.6036
H -1.454 3.079 0.673 0.1312
H -0.074 5.180 0.768 0.5458
H 1.873 4.886 -1.148 0.5364
H 1.370 2.445 -2.224 0.4952
```

Summary:
Multiplicity: 2
Max |F| in Eh/bohr: 0.0470
E in a.u.: -3020.12937
Frontier orbital gap (alpha / beta) in eV: 6.86 / 6.30
Charge: +4

=====

(4)
Computed, not measured: a molecular structure, C29H44N8O8P2Sr in a non-equilibrium geometry, with ωB97M-V/def2-TZVPD.

```
92
Properties=species:S:1:pos:R:3:mulliken_charge:R:1
Sr -0.201 -1.118 0.955 0.8645
C -1.651 3.282 3.061 -1.4661
C -1.319 1.965 3.691 0.7831
C -0.055 1.399 3.555 0.0412
C 0.257 0.191 4.165 -0.3931
C -0.699 -0.477 4.914 -0.4090
C -1.961 0.075 5.054 -0.5615
C -2.264 1.283 4.451 -0.5517
H -0.855 3.622 2.401 0.1818
H -1.810 4.049 3.822 0.5015
H -2.563 3.218 2.468 0.2359
H 0.692 1.914 2.960 0.2931
H 1.239 -0.245 4.042 0.1831
H -0.466 -1.432 5.362 0.4541
H -2.718 -0.446 5.626 0.3874
H -3.256 1.706 4.566 0.4030
O -0.320 -4.494 3.681 -0.5897
P -0.290 -3.393 2.545 0.4216
O -1.441 -2.424 2.558 -0.2428
O 1.046 -2.703 2.530 -0.2929
O -0.467 -4.237 1.156 -0.2523
P -1.462 -3.908 -0.151 0.6724
O -0.924 -4.986 -1.198 -0.5433
O -2.879 -4.117 0.187 -0.7991
O -0.957 -2.565 -0.621 -0.4333
H -1.154 -4.986 3.730 0.3394
H -1.526 -5.743 -1.256 0.3312
C -4.304 -1.228 -0.907 -1.2550
N -3.659 -0.202 -0.091 0.4113
C -3.712 -0.421 1.346 -1.2687
C -2.715 0.599 -0.633 -0.0866
N -1.624 0.904 0.043 1.3534
C -1.005 2.136 -0.164 -1.0378
C -1.755 3.293 -0.400 0.0177
C -1.167 4.544 -0.465 -1.0621
C 0.196 4.669 -0.251 -0.8459
C 0.953 3.535 -0.012 -0.4043
C 0.390 2.255 -0.010 -1.2442
N 1.180 1.115 0.254 1.4860
C 2.399 1.101 -0.237 -0.2366
N 3.386 0.462 0.443 0.2684
C 4.470 -0.244 -0.214 -1.3252
C 3.164 0.071 1.820 -1.2247
N 2.776 1.669 -1.434 0.5484
C 3.986 2.460 -1.558 -1.3845
C 1.830 1.863 -2.502 -0.1250
N -2.924 0.969 -1.941 0.4495
C -1.809 1.159 -2.830 -0.5242
C -4.202 1.453 -2.410 -1.4454
H -4.756 -1.954 -0.237 0.5056
H -3.560 -1.759 -1.501 0.3040
H -5.079 -0.818 -1.554 0.3047
H -4.756 -0.393 1.668 0.4165
H -3.166 0.372 1.854 0.1801
H -3.286 -1.387 1.617 0.5078
H -2.829 3.202 -0.491 0.4468
H -1.778 5.419 -0.637 0.3824
H 0.668 5.641 -0.249 0.4175
H 2.014 3.634 0.186 0.4396
H 4.339 -0.227 -1.292 0.3617
H 4.470 -1.286 0.110 0.5603
H 5.438 0.198 0.039 0.2962
H 2.547 0.814 2.319 0.2754
H 4.130 0.018 2.327 0.3903
H 2.690 -0.914 1.901 0.3501
H 4.519 2.482 -0.612 0.4436
H 3.721 3.489 -1.825 0.3965
H 4.651 2.064 -2.330 0.3263
H 1.006 1.156 -2.396 -0.7423
H 2.335 1.686 -3.455 0.5199
H 1.398 2.871 -2.511 0.2918
H -0.976 0.546 -2.480 -0.2578
H -1.483 2.204 -2.894 0.2655
H -2.090 0.813 -3.828 0.5472
H -4.914 1.460 -1.588 0.4376
H -4.602 0.832 -3.218 0.3368
H -4.094 2.477 -2.783 0.4169
N 1.687 -1.176 -4.654 -0.2400
C 2.171 -2.400 -4.323 0.5122
O 2.510 -3.205 -5.170 -0.6820
C 2.360 -2.686 -2.865 -0.0897
C 3.069 -3.831 -2.507 -0.7518
C 3.231 -4.120 -1.165 -1.1697
C 2.685 -3.260 -0.226 -0.7236
N 2.018 -2.161 -0.555 1.3939
C 1.847 -1.897 -1.840 0.9679
H 1.471 -1.022 -5.624 0.2402
H 1.327 -0.533 -3.975 0.1991
H 3.461 -4.474 -3.282 0.5125
H 3.756 -5.006 -0.840 0.4827
H 2.751 -3.453 0.837 0.6002
H 1.251 -1.012 -2.054 -0.9961
```

Summary:
Max |F| in Eh/bohr: 0.0420
E in a.u.: -2885.33666
Frontier orbital gap in eV: 8.10

=====

(5)
Computed, not measured: a molecular structure, C29H44NO2P3STc in a non-equilibrium geometry, with ωB97M-V/def2-TZVPD.

```
81
Properties=species:S:1:pos:R:3:mulliken_charge:R:1
P -2.169 -3.372 0.039 0.8966
C -1.275 -4.284 1.368 -1.2285
H -1.661 -5.308 1.469 0.4823
H -1.377 -3.747 2.316 0.4129
H -0.208 -4.306 1.102 0.3379
C -3.852 -4.066 0.345 -1.2242
H -4.442 -4.020 -0.581 0.4199
H -4.357 -3.438 1.101 0.4166
H -3.799 -5.112 0.714 0.4380
C -1.676 -4.443 -1.352 -1.1509
H -2.101 -5.448 -1.269 0.4300
H -0.580 -4.500 -1.383 0.4040
H -2.009 -3.983 -2.294 0.4099
P 2.378 0.232 -3.773 1.0021
C 3.908 0.020 -2.792 -1.2167
H 4.748 -0.116 -3.489 0.4820
H 3.812 -0.860 -2.143 0.3756
H 4.066 0.912 -2.176 0.3658
C 2.440 -1.059 -5.028 -1.2233
H 1.685 -0.864 -5.798 0.3632
H 2.239 -2.040 -4.571 0.3283
H 3.444 -1.068 -5.478 0.5033
C 2.559 1.796 -4.620 -1.2178
H 3.312 1.695 -5.417 0.4361
H 2.878 2.567 -3.912 0.3749
H 1.601 2.102 -5.068 0.3494
P -2.064 2.959 0.932 0.5703
C -0.913 3.624 2.228 -0.7793
H -1.273 4.623 2.573 0.4596
H 0.084 3.696 1.794 0.3228
H -0.898 2.916 3.073 -0.0765
C -2.093 4.482 -0.143 -1.3095
H -2.407 5.352 0.453 0.4906
H -2.800 4.303 -0.984 0.4143
H -1.078 4.632 -0.558 0.2918
C -3.647 3.156 1.816 -1.2509
H -3.930 4.230 1.890 0.3948
H -3.567 2.707 2.806 0.3647
H -4.409 2.608 1.237 0.3614
Tc 0.032 0.141 -2.609 -0.4447
C 0.862 -1.411 -1.588 0.7769
O 1.256 -2.339 -1.030 -0.3666
C 0.827 1.510 -1.334 0.6704
O 1.205 2.361 -0.600 -0.2896
C -1.407 1.603 -3.983 -0.5908
C -1.909 1.319 -2.728 0.0727
C -2.072 -0.003 -2.313 -0.4544
C -1.852 -1.049 -3.224 0.2370
C -1.320 -0.768 -4.463 -0.8460
C -1.064 0.552 -4.835 -0.3421
H -1.302 2.645 -4.326 0.5473
H -2.262 2.136 -2.066 0.0685
H -2.565 -0.232 -1.343 0.5279
H -2.156 -2.065 -2.977 0.3170
H -1.136 -1.573 -5.204 0.5511
H -0.718 0.781 -5.853 0.6043
N 0.091 -0.107 0.960 0.2713
S 0.319 -0.889 2.280 0.4875
C 2.097 -0.992 2.376 -0.0705
C 2.848 -0.198 1.487 -0.1566
C 4.278 -0.251 1.590 -0.6656
C 4.863 -1.062 2.531 -0.5141
C 4.128 -1.848 3.403 -0.7626
C 2.698 -1.826 3.317 -0.4247
C -0.088 0.139 3.728 0.6343
C 0.867 1.041 4.252 -0.3852
C 0.496 1.843 5.345 -0.6870
C -0.779 1.756 5.887 -0.5671
C -1.723 0.859 5.359 -0.6538
C -1.376 0.038 4.273 -0.4534
H -0.827 0.385 0.985 -0.2056
H 2.348 0.410 0.777 0.6768
H 4.849 0.380 0.894 0.4674
H 5.973 -1.080 2.598 0.4005
H 4.589 -2.474 4.143 0.5037
H 2.099 -2.429 3.963 0.5457
H 1.853 1.100 3.814 0.4649
H 1.233 2.529 5.760 0.4343
H -1.059 2.371 6.722 0.4745
H -2.708 0.777 5.767 0.4913
H -2.059 -0.662 3.840 0.4338
```

Summary:
Multiplicity: 4
Max |F| in Eh/bohr: 0.1268
E in a.u.: -2838.13437
Frontier orbital gap (alpha / beta) in eV: 6.06 / 2.98
Charge: +4

=====

- E of number 2 (C29H44N11O3PSW)?
  -2764.67944 a.u.